Entry from the OMol25 dataset: a molecular structure, C21H28ClN4O4PPtS4 (the ωB97M-V functional and the def2-TZVPD basis).

The geometry in ORCA input format:
```
! RIJCOSX wB97M-V def2-TZVPD def2/J DEFGRID3
* xyz 0 1
Pt -0.91278 -1.83039 -0.91532
C -0.24108 -2.70183 4.29034
S -1.81255 -3.25049 3.54447
C -1.63768 -2.63877 1.91586
S -0.14824 -2.93890 1.02649
N -2.64775 -2.03169 1.38472
N -2.60683 -1.62365 0.16321
C -3.51227 -0.81849 -0.40325
C -3.16137 -0.20583 -1.61171
C -3.93468 0.80948 -2.23019
C -3.45203 1.45880 -3.33207
C -2.21682 1.06559 -3.87162
C -1.52406 0.04302 -3.26067
N -1.95062 -0.56501 -2.16270
H -0.13399 -3.26420 5.20921
H -0.29834 -1.64088 4.51043
H 0.58182 -2.91567 3.61441
H -4.44270 -0.62524 0.11366
H -4.88003 1.07511 -1.78398
H -4.00783 2.26687 -3.78492
H -1.81006 1.54224 -4.74833
H -0.58813 -0.30688 -3.67542
O -2.19960 -3.08188 -3.21365
N -2.49525 -3.99372 -2.47204
O -2.12980 -4.06403 -1.31490
Cl 4.73261 -4.86493 1.22888
C 3.56200 -4.11779 0.21619
C 3.55368 -2.73265 0.08529
C 2.62551 -2.14470 -0.73659
C 1.66732 -2.90881 -1.43663
C 0.69435 -2.25004 -2.26820
C 1.69715 -4.31202 -1.27634
C 2.63809 -4.90639 -0.46974
H 4.26813 -2.12814 0.62174
H 2.62367 -1.07219 -0.84689
H 0.27743 -2.86850 -3.06505
H 1.03609 -1.26944 -2.60301
H 0.96614 -4.91503 -1.79575
H 2.67069 -5.97908 -0.36103
C 1.50078 3.58239 3.57313
C 1.28418 2.09618 3.33379
C -0.19292 1.75161 3.27411
O 1.98641 1.70864 2.14536
P 1.55137 1.73286 0.62555
S 3.21229 1.27300 -0.36817
S -0.09755 0.61854 0.21795
O 1.12353 3.26096 0.37878
C 0.37931 3.63686 -0.78310
C -0.30524 4.95101 -0.44627
C 1.27105 3.74605 -2.01076
H 0.99038 3.89916 4.47817
H 1.10913 4.14424 2.72920
H 2.56069 3.80224 3.66738
H 1.77740 1.50074 4.11474
H -0.68010 2.35990 2.51350
H -0.65785 1.94834 4.23715
H -0.33140 0.70165 3.02607
H -0.38048 2.86433 -0.96128
H 0.43865 5.73288 -0.32348
H -0.86982 4.86004 0.47838
H -0.98901 5.22890 -1.24122
H 1.96953 4.57235 -1.90528
H 0.65959 3.90510 -2.89537
H 1.83991 2.82818 -2.14318
*
```

Properties
HOMO-LUMO gap (alpha / beta)	5.025 / 4.784	eV
HOMO level (alpha / beta)	-7.67 / -7.52	eV

Atom charges from the natural (NBO) analysis, given in e for atoms 1 to 2:
1 Pt 0.95
2 C -0.73

Entry from the OMol25 dataset: 10 unconnected molecules or ions with the total composition C39H56F5NO30P (the ωB97M-V functional and the def2-TZVPD basis).

The geometry in ORCA input format:
```
! RIJCOSX wB97M-V def2-TZVPD def2/J DEFGRID3
* xyz -1 1
C -0.87713 -2.25854 1.13543
C -1.41749 -0.93670 1.67687
C -1.87184 -0.01760 0.55919
O -0.72076 0.61261 0.05374
C -0.95462 1.57154 -0.94483
N -0.04859 1.39497 -2.06447
C -0.77918 1.59903 -3.32779
C -1.62545 0.35564 -3.69134
C 1.23664 2.09546 -1.92493
C 1.69075 2.23791 -0.38123
O 2.10846 1.20345 0.14733
O 1.54796 3.37962 0.11283
P 1.21363 3.81887 -2.73126
C 2.75161 4.66955 -2.24133
C -0.12419 4.75487 -1.92643
C 2.32705 1.26846 -2.64551
F 3.55475 1.52182 -2.12890
F 2.43789 1.58908 -3.96675
C 2.15504 -0.28967 -2.67997
F 3.35705 -0.83318 -2.98881
F 1.75510 -0.85888 -1.55595
F 1.31553 -0.64126 -3.65858
H -0.28789 -2.78354 1.89044
H -0.24611 -2.10580 0.25744
H -1.69410 -2.93672 0.88117
H -2.24030 -1.09243 2.37621
H -0.62954 -0.41647 2.22254
H -2.36769 -0.61170 -0.22618
H -2.57776 0.73002 0.95295
H -0.89525 2.57877 -0.51663
H -1.97178 1.43879 -1.32782
H -0.09721 1.82784 -4.14216
H -1.46379 2.44819 -3.21008
H -2.62861 0.66923 -3.96396
H -1.14193 -0.23221 -4.46520
H -1.74206 -0.23234 -2.77857
H 3.61543 4.03940 -2.44770
H 2.76582 4.93376 -1.18155
H 2.80813 5.58141 -2.83823
H -0.13543 4.64558 -0.84316
H -1.09140 4.53181 -2.37297
H 0.09400 5.80008 -2.15207
C 3.10770 -3.84446 -0.40282
C 2.77115 -4.42361 0.96056
O 1.38859 -4.78104 0.80189
C 1.13965 -4.93841 -0.51578
O 0.12453 -5.37492 -0.96593
O 2.19016 -4.54693 -1.25592
H 4.13038 -4.02999 -0.71575
H 2.89431 -2.78118 -0.47715
H 3.34336 -5.32597 1.18385
H 2.87954 -3.71902 1.78062
C -2.31203 -6.56264 0.67474
C -3.43745 -7.37747 0.06399
O -4.60447 -6.78614 0.64883
C -4.29524 -5.52276 1.01657
O -5.09507 -4.71220 1.37121
O -2.97284 -5.30730 0.91324
H -1.46041 -6.43606 0.01284
H -1.96997 -6.95982 1.62697
H -3.49444 -7.25068 -1.01673
H -3.40059 -8.43807 0.30316
C 1.03277 -8.38994 1.47508
C 2.23762 -8.53138 2.38820
O 2.17994 -7.32588 3.15169
C 0.89892 -6.86875 3.14791
O 0.49302 -5.98816 3.82600
O 0.15928 -7.57606 2.25718
H 0.55009 -9.33377 1.23531
H 1.26842 -7.85901 0.55025
H 2.14784 -9.38197 3.06678
H 3.18373 -8.59220 1.85703
C -1.04260 1.56192 6.34517
C -1.00232 2.04822 4.90894
O -1.59752 0.95650 4.20550
C -2.38266 0.26655 5.06141
O -3.14728 -0.58947 4.76070
O -2.18085 0.69709 6.33608
H -1.18449 2.35755 7.07177
H -0.15916 0.97938 6.61243
H -1.61094 2.94048 4.75260
H -0.00023 2.22756 4.52948
C -6.05613 -1.25771 -1.33463
C -5.53422 0.09676 -0.88582
O -4.78025 0.52418 -2.02707
C -5.24131 -0.12079 -3.11433
O -4.92941 0.11586 -4.23745
O -6.12240 -1.09344 -2.76462
H -7.03889 -1.49904 -0.93976
H -5.36649 -2.07076 -1.10545
H -6.33709 0.81545 -0.71224
H -4.89203 0.05020 -0.01101
C -7.53370 -5.18039 -4.64019
C -7.40962 -4.13644 -3.54433
O -6.70680 -4.85594 -2.52740
C -6.01832 -5.86170 -3.11047
O -5.19874 -6.52293 -2.56398
O -6.38735 -6.00166 -4.40627
H -7.49973 -4.76577 -5.64376
H -8.43036 -5.79393 -4.53211
H -6.81249 -3.27602 -3.84633
H -8.36876 -3.79128 -3.16719
C 4.32348 -0.48551 0.75490
C 4.53563 0.40968 1.95171
O 5.01437 -0.52585 2.94394
C 5.54943 -1.58563 2.30963
O 6.16749 -2.45667 2.84587
O 5.28436 -1.54157 0.98985
H 4.50709 0.00770 -0.19311
H 3.32125 -0.90577 0.74229
H 5.30765 1.16119 1.78121
H 3.62194 0.89409 2.27887
C 2.68475 7.60261 -0.04245
C 2.16826 6.92010 1.20891
O 0.76563 7.22420 1.16293
C 0.42624 7.45850 -0.12296
O -0.68867 7.51692 -0.53315
O 1.52830 7.56276 -0.89432
H 3.51145 7.08063 -0.51454
H 2.95710 8.64278 0.12271
H 2.28673 5.83549 1.17021
H 2.60959 7.30582 2.12221
C 7.16699 10.99694 1.41008
C 6.09347 11.44645 0.43379
O 5.31948 10.25492 0.27419
C 5.49994 9.47381 1.36417
O 4.86510 8.49947 1.60409
O 6.49890 9.95966 2.13451
H 7.49395 11.77654 2.09212
H 8.03445 10.56802 0.90627
H 5.45323 12.22666 0.84833
H 6.48136 11.77065 -0.52753
*
```

Properties
HOMO-LUMO gap	6.063	eV
HOMO level	-4.50	eV

Atom charges from the Mulliken analysis, given in e for atoms 1 to 2:
1 C -0.90
2 C -0.43

Entry from the OMol25 dataset: a molecular structure, C3H8N2 (the ωB97M-V functional and the def2-TZVPD basis).

The geometry in ORCA input format:
```
! RIJCOSX wB97M-V def2-TZVPD def2/J DEFGRID3
* xyz 0 1
C -1.62374 -0.19207 0.03226
C 0.88870 -0.29209 -0.02347
C 0.84985 1.25931 -0.03493
H -1.78927 0.30817 1.03480
H -2.33553 -0.96641 -0.16047
H -1.71621 0.62207 -0.67442
H -0.43449 -1.93226 0.28038
H 0.89021 1.48414 1.22498
H 1.87173 1.57494 -0.79112
H -0.30337 1.73831 -0.55303
H 1.98367 -1.88446 -0.18222
N -0.33751 -0.88214 -0.21225
N 2.05597 -0.83752 0.05950
*
```

Properties
HOMO-LUMO gap	9.675	eV
HOMO level	-8.91	eV

Atom charges from the natural (NBO) analysis, given in e for atoms 1 to 2:
1 C -0.40
2 C 0.42

Entry from the OMol25 dataset: 2 unconnected molecules or ions with the total composition C5H17N2O (the ωB97M-V functional and the def2-TZVPD basis).

The geometry in ORCA input format:
```
! RIJCOSX wB97M-V def2-TZVPD def2/J DEFGRID3
* xyz 1 1
N -0.06523 -0.12319 1.90799
C -1.01313 0.25209 0.82130
C -0.61837 -0.39442 -0.47859
N 0.78761 0.06684 -0.74829
C 0.83302 0.79565 -2.06141
C 0.39782 2.25045 -1.95967
C 1.76913 -1.01162 -0.74765
H 0.01948 0.66590 2.54782
H -0.47296 -0.93419 2.38975
H 0.85466 -0.21634 1.46031
H -2.03985 0.01518 1.14582
H -1.21853 1.32559 0.76781
H -1.20500 -0.01886 -1.30215
H -0.67344 -1.48351 -0.48735
H 0.32644 0.13558 -2.76885
H 1.88638 0.73300 -2.30950
H 1.12620 2.83375 -2.52205
H -0.49908 2.39893 -2.56162
H 0.30546 2.60793 -0.94000
H 2.62556 -0.77212 -0.13934
H 2.19243 -1.24387 -1.70967
H 1.40283 -1.93708 -0.28913
H -2.21085 -2.75764 3.30663
H -2.64251 -1.33300 3.47410
O -1.86806 -1.85505 3.20374
*
```

Properties
HOMO-LUMO gap	9.506	eV
HOMO level	-12.54	eV

Atom charges from the natural (NBO) analysis, given in e for atoms 1 to 2:
1 N -0.70
2 C -0.24

Entry from the OMol25 dataset: a molecular structure, C39H38F3Ge2N2O3RhS2Te (the ωB97M-V functional and the def2-TZVPD basis).

The geometry in ORCA input format:
```
! RIJCOSX wB97M-V def2-TZVPD def2/J DEFGRID3
* xyz 1 2
Rh 0.50637 0.63288 0.56901
F 3.14238 1.05174 5.06043
C 3.75134 0.03531 4.43253
F 3.09494 -1.08923 4.75806
F 4.99422 -0.06199 4.90988
C 3.75098 0.24202 2.94022
C 4.92458 0.26465 2.21184
C 4.88847 0.41069 0.82572
C 3.66815 0.53730 0.20850
N 2.53656 0.53616 0.92753
C 2.54537 0.38066 2.25090
S 0.92211 0.36183 2.85658
H 5.86992 0.16059 2.72821
H 5.79508 0.42353 0.23909
H 3.56802 0.65947 -0.86216
N 0.94983 2.85187 0.67555
C 1.10590 3.20353 -0.73134
C 0.99819 2.18058 -1.66794
C 0.98183 2.44869 -3.02490
C 1.07449 3.76974 -3.43076
C 1.24856 4.80103 -2.50846
C 1.26950 4.51387 -1.15212
S 0.94053 4.16844 -5.16784
O 2.26514 4.58469 -5.59456
O -0.03756 5.24565 -5.23176
O 0.48336 2.95124 -5.82056
H 1.77044 3.06765 1.23220
H 0.17755 3.37235 1.08268
H 0.91245 1.12770 -1.34339
H 0.85942 1.67475 -3.77336
H 1.32592 5.82112 -2.86528
H 1.37889 5.30639 -0.41876
C -0.48242 -4.94383 -1.50562
Ge -0.90262 -3.05744 -1.45396
C -2.75118 -2.71452 -0.98313
C -0.54732 -2.16241 -3.16767
Ge 0.60072 -1.76016 0.16384
C -0.15613 -2.72468 1.71716
C -1.33802 -2.28179 2.32186
C -1.78958 -2.82976 3.51073
C -1.05678 -3.83778 4.12885
C 0.10186 -4.31439 3.53115
C 0.53889 -3.77660 2.32602
C 2.36789 -2.54656 -0.10914
C 2.74303 -3.06662 -1.34778
C 4.00623 -3.61674 -1.53623
C 4.91187 -3.64988 -0.48630
C 4.55494 -3.12973 0.75332
C 3.29851 -2.57205 0.93495
H -1.04724 -5.36156 -2.34252
H -0.78778 -5.43778 -0.58383
H 0.58056 -5.11320 -1.66921
H -3.39455 -3.29513 -1.64974
H -2.97603 -1.66522 -1.11956
H -2.97111 -3.00022 0.04642
H -1.32622 -2.42281 -3.88994
H 0.41514 -2.46084 -3.58386
H -0.54841 -1.08113 -3.02356
H -1.91907 -1.48901 1.86335
H -2.71064 -2.47733 3.95886
H -1.39626 -4.25732 5.06762
H 0.66695 -5.10947 4.00137
H 1.43238 -4.17514 1.86211
H 2.04706 -3.04822 -2.17881
H 4.27965 -4.01926 -2.50373
H 5.89519 -4.07914 -0.63246
H 5.25277 -3.17186 1.58113
H 3.03285 -2.17538 1.90960
Te -2.07119 0.94438 0.11896
C -4.06711 0.42230 0.56200
C -4.49006 0.34245 1.88012
C -5.82567 0.04107 2.12006
C -6.69166 -0.18189 1.05878
C -6.23869 -0.10218 -0.25253
C -4.90993 0.20186 -0.51603
C -2.29740 2.95456 -0.45791
C -2.35825 3.28920 -1.80522
C -2.46986 4.62573 -2.16726
C -2.52536 5.60766 -1.18658
C -2.48195 5.26435 0.15949
C -2.36522 3.93078 0.53499
H -3.80933 0.51798 2.70134
H -6.18504 -0.01727 3.13922
H -7.73013 -0.41634 1.25438
H -6.91722 -0.27757 -1.07721
H -4.55315 0.27624 -1.53454
H -2.30876 2.52597 -2.57151
H -2.50162 4.90014 -3.21539
H -2.60631 6.64815 -1.47568
H -2.54215 6.03292 0.92008
H -2.34199 3.65956 1.58342
*
```

Properties
<S²>	0.77
HOMO-LUMO gap (alpha / beta)	6.103 / 3.228	eV
HOMO level (alpha / beta)	-10.08 / -10.08	eV

Atom charges from the Mulliken analysis, given in e for atoms 1 to 2:
1 Rh -0.17
2 F -0.23

Entry from the OMol25 dataset: 6 unconnected molecules or ions with the total composition C30H74N6O2 (the ωB97M-V functional and the def2-TZVPD basis).

The geometry in ORCA input format:
```
! RIJCOSX wB97M-V def2-TZVPD def2/J DEFGRID3
* xyz 0 1
C 3.70634 11.34970 3.23553
C 3.41926 10.11624 3.91346
N 4.58781 9.27664 4.00346
C 5.50758 9.68883 5.12547
C 4.93669 9.60242 6.61889
C 4.32289 7.85415 4.02457
C 3.73861 7.38887 2.65540
H 2.74856 11.60643 2.78295
H 4.36127 11.10327 2.39981
H 4.19144 12.05449 3.91085
H 2.97552 10.29105 4.89357
H 2.67026 9.67790 3.25395
H 6.37728 9.03280 5.08889
H 5.88865 10.68648 4.90738
H 5.69962 9.64208 7.39637
H 4.19735 10.38924 6.76854
H 4.42482 8.68880 6.92124
H 3.77609 7.48173 4.89083
H 5.28830 7.35527 4.10944
H 2.87877 7.95355 2.29495
H 3.54347 6.32084 2.55887
H 4.48534 7.65763 1.90823
C 13.37577 -7.59949 -3.88972
C 12.70661 -6.40102 -4.65212
N 12.20545 -5.41112 -3.68232
C 10.98068 -4.82891 -4.17621
C 10.28700 -4.04157 -3.08271
C 13.27675 -4.47790 -3.24676
C 13.73790 -3.44396 -4.21495
H 12.84008 -8.17317 -3.13340
H 14.24144 -7.08383 -3.47400
H 13.79240 -8.23955 -4.66742
H 13.53564 -5.99010 -5.22827
H 11.93455 -6.79024 -5.31585
H 11.23116 -4.34919 -5.12238
H 10.19388 -5.49340 -4.53328
H 10.13049 -4.60118 -2.16051
H 10.88649 -3.15527 -2.87489
H 9.32257 -3.69132 -3.45054
H 14.21021 -5.00330 -3.04503
H 12.97479 -4.09121 -2.27343
H 12.99037 -3.31963 -4.99842
H 14.59722 -3.84570 -4.75187
H 14.15726 -2.56546 -3.72458
C -3.40281 0.83311 -2.69086
C -2.09692 1.59233 -3.18749
N -0.93029 1.45219 -2.29425
C -0.21752 2.72224 -2.46632
C -1.01764 3.98657 -1.93927
C -0.22952 0.11974 -2.35837
C 1.03055 0.07223 -1.45177
H -4.20257 1.56242 -2.81976
H -3.36082 0.84519 -1.60173
H -3.42305 -0.16884 -3.11955
H -1.96265 1.50095 -4.26531
H -2.51242 2.59952 -3.21991
H 0.72783 2.65719 -1.92764
H 0.11937 2.94514 -3.47870
H -1.40700 3.96993 -0.92133
H -0.34999 4.83031 -2.11378
H -1.80360 4.24468 -2.64903
H -0.00515 -0.09169 -3.40386
H -0.94992 -0.59991 -1.96950
H 1.20151 -0.97221 -1.19095
H 0.93736 0.49592 -0.45182
H 1.97154 0.36543 -1.91723
C -10.89904 1.52375 6.15867
C -11.54502 0.82455 4.95503
N -10.69313 -0.16285 4.29011
C -9.42224 0.31697 3.71108
C -9.59934 1.67185 2.97332
C -10.45617 -1.39360 5.04800
C -9.91821 -2.49465 4.01833
H -10.47686 0.87407 6.92533
H -11.64143 2.12789 6.68019
H -10.22722 2.32090 5.84036
H -12.39173 0.23522 5.30702
H -11.92409 1.57427 4.26055
H -9.21612 -0.40117 2.91743
H -8.59070 0.37458 4.41346
H -9.86878 2.51378 3.61102
H -10.46454 1.67579 2.31036
H -8.64381 1.86609 2.48614
H -9.67782 -1.13395 5.76552
H -11.40874 -1.74991 5.44014
H -10.37519 -2.20610 3.07174
H -8.83958 -2.55860 3.87492
H -10.33595 -3.43452 4.37922
C -7.51962 -7.60506 -9.37750
N -7.74862 -6.17890 -9.18034
C -8.31295 -5.51628 -10.44669
C -7.56827 -5.63674 -8.01010
O -7.85469 -4.50323 -7.68522
H -6.97910 -8.18572 -8.62998
H -7.08495 -7.82543 -10.35249
H -8.47160 -8.11715 -9.23759
H -7.67456 -5.78109 -11.28956
H -9.27244 -5.91990 -10.77004
H -8.20146 -4.43320 -10.49789
H -6.96982 -6.26712 -7.33430
C -1.53272 -5.70341 4.44999
N -2.04537 -4.48885 5.03415
C -2.07884 -3.21517 4.17241
C -2.77568 -4.53072 6.22295
O -3.54078 -3.66879 6.54437
H -2.04856 -5.93042 3.51701
H -1.71634 -6.53407 5.13143
H -0.47210 -5.77392 4.20873
H -2.97983 -2.64876 4.40797
H -1.17025 -2.61305 4.17501
H -2.18966 -3.46121 3.11634
H -2.62698 -5.41056 6.86792
*
```

Properties
HOMO-LUMO gap	8.644	eV
HOMO level	-7.95	eV
SMILES	CCN(CC)CC.CCN(CC)CC.CCN(CC)CC.CCN(CC)CC.CN(C)C=O.CN(C)C=O

Atom charges from the Mulliken analysis, given in e for atoms 1 to 2:
1 C -1.39
2 C -0.27